Formula: C7H32N2O9
Source: OMol25
Level of theory: wB97M-V/def2-TZVPD

Geometry as XYZ:
```
50
Properties=species:S:1:pos:R:3:forces:R:3:mulliken_charge:R:1
O -17.898 20.778 6.642 0.27 0.35 -0.10 -0.69
H -18.574 20.102 6.734 0.06 -0.04 -0.02 0.30
H -17.126 20.409 7.104 -0.40 -0.37 0.19 0.30
O -10.241 24.020 4.288 0.03 -0.05 0.17 -0.63
H -10.308 24.288 5.217 0.05 0.09 -0.19 0.36
H -9.331 23.731 4.178 -0.06 -0.02 -0.05 0.33
O -15.953 21.917 2.924 -0.03 0.17 0.02 -0.65
H -15.630 22.271 3.762 -0.02 -0.27 -0.15 0.34
H -16.864 22.223 2.865 0.03 -0.03 0.00 0.31
O -10.869 25.199 6.817 -0.13 0.07 0.24 -0.65
H -10.373 25.630 7.520 0.06 -0.06 -0.07 0.30
H -11.785 25.450 6.978 0.05 0.02 0.01 0.29
O -15.582 25.111 5.062 0.17 0.16 0.11 -0.65
H -16.173 25.561 5.677 0.00 -0.09 -0.05 0.31
H -14.881 25.748 4.883 -0.11 -0.02 -0.13 0.32
O -16.188 19.196 8.299 0.45 0.31 0.28 -0.67
H -15.407 19.796 8.252 -0.30 -0.32 -0.24 0.52
H -16.390 19.125 9.238 -0.09 -0.02 -0.08 0.28
C -14.081 21.860 6.755 -1.15 -0.38 -1.09 0.33
O -14.204 20.871 7.487 0.84 0.81 -0.09 -0.61
N -12.939 22.558 6.532 0.87 -0.94 1.27 -0.20
N -15.103 22.268 5.944 -0.17 0.14 0.28 -0.21
H -12.872 23.452 6.096 -0.16 -0.01 -0.35 0.05
H -12.113 22.159 6.951 0.02 0.33 -0.02 0.18
H -16.019 21.896 6.136 -0.12 0.04 -0.02 0.05
H -15.056 23.181 5.514 -0.16 0.07 0.16 0.39
C -12.895 16.104 6.865 0.06 -0.17 1.35 -1.07
C -14.372 16.120 6.568 -0.88 -0.33 -1.20 0.61
C -14.761 17.322 5.698 0.44 -0.10 0.74 -0.93
O -14.742 14.905 5.897 0.88 -0.77 -0.33 -0.58
H -12.640 17.034 7.381 0.07 0.21 -0.38 0.16
H -12.238 15.934 6.016 -0.23 0.11 -0.19 0.34
H -12.676 15.361 7.638 0.01 -0.30 -0.30 0.33
H -14.973 16.040 7.478 0.31 0.90 0.28 0.11
H -14.621 18.214 6.311 -0.51 0.16 -0.12 0.01
H -15.783 17.193 5.343 -0.09 0.39 0.11 0.39
H -14.101 17.460 4.840 0.04 -0.39 -0.05 0.35
H -15.566 14.990 5.416 -0.09 0.35 0.08 0.29
C -10.870 22.459 10.814 -0.36 -0.50 -0.33 -1.34
C -11.985 21.430 10.647 0.24 0.01 0.37 0.76
C -11.576 20.239 9.787 0.13 -0.83 -0.24 -1.21
O -12.304 20.903 11.942 -0.04 0.31 0.19 -0.58
H -11.155 23.255 11.500 0.09 -0.23 0.30 0.36
H -10.708 22.946 9.850 0.22 -0.16 -0.07 0.27
H -9.981 21.911 11.123 0.20 0.41 0.15 0.35
H -12.869 21.980 10.307 -0.04 -0.34 -0.52 0.11
H -11.003 19.506 10.363 0.10 0.44 0.50 0.43
H -10.916 20.407 8.933 -0.40 0.53 -0.20 0.35
H -12.430 19.635 9.470 -0.17 0.39 -0.32 0.18
H -13.016 20.268 11.814 0.02 -0.03 0.11 0.32
```
Positions in Å, forces in eV/Å.

Calculated values
SMILES string   NC(N)=O.CC(C)O.CC(C)O.O.O.O.O.O.O
Highest occupied orbital energy   -9.63 eV
Energy relative to the best compared isomer or geometry (same formula, charge and spin)   0.00 kcal per mole
LUMO level   -0.0149 hartree
Multiplicity   1



Formula: C24H49ClP2SY
Source: OMol25
Level of theory: wB97M-V/def2-TZVPD

Geometry as XYZ:
```
78
Properties=species:S:1:pos:R:3:forces:R:3:mulliken_charge:R:1
Y 0.512 0.271 0.674 -2.88 0.21 -1.14 -0.90
Cl 0.908 -1.070 -1.432 0.89 -0.39 -0.40 -0.61
P 3.155 0.866 1.162 -1.31 -0.18 0.15 0.32
C 4.148 1.395 -0.302 0.43 0.13 0.10 0.60
C 3.084 2.131 2.563 1.09 -0.12 -0.09 0.51
C 3.675 -0.860 1.607 0.63 0.32 0.04 0.47
C 3.247 2.052 -1.367 -0.05 0.05 -0.02 -1.27
H 4.535 0.453 -0.725 -0.20 0.13 0.16 0.39
C 5.351 2.247 0.104 0.36 0.10 -0.14 -1.49
H 5.052 3.176 0.597 -0.05 -0.04 -0.04 0.26
H 5.948 2.522 -0.774 -0.14 0.00 0.05 0.46
H 6.026 1.711 0.784 -0.19 0.06 -0.04 0.30
H 2.517 1.335 -1.765 0.11 0.18 0.22 0.24
H 3.848 2.418 -2.211 0.05 -0.09 0.20 0.42
H 2.679 2.906 -0.969 0.15 -0.26 -0.06 0.22
H 3.691 -1.357 0.619 -0.20 0.34 0.23 0.35
C 2.657 -1.648 2.476 -0.04 0.01 0.05 -1.14
C 5.115 -0.870 2.132 0.27 -0.51 0.23 -1.44
H 5.830 -0.676 1.322 -0.20 0.03 0.13 0.31
H 5.373 -1.853 2.551 0.01 0.12 -0.03 0.44
H 5.295 -0.118 2.911 -0.16 -0.16 -0.05 0.27
H 1.575 -1.417 2.290 0.82 -0.20 0.15 0.17
H 2.845 -1.519 3.557 -0.13 0.02 -0.49 0.31
H 2.766 -2.721 2.234 -0.06 0.41 0.19 0.43
C 2.266 3.343 2.082 -0.16 0.06 -0.16 -1.21
H 4.123 2.445 2.772 -0.33 0.04 0.11 0.64
C 2.463 1.552 3.844 -0.10 -0.16 0.01 -1.43
H 2.639 3.769 1.141 -0.03 -0.13 0.22 0.27
H 2.277 4.144 2.837 0.12 -0.26 -0.09 0.43
H 1.205 3.081 1.926 0.29 -0.02 -0.01 0.22
H 1.394 1.322 3.709 0.19 0.00 -0.03 0.21
H 2.506 2.292 4.660 0.05 -0.17 -0.33 0.47
H 2.960 0.637 4.194 -0.03 0.25 -0.10 0.24
H 0.007 1.557 -0.720 0.12 0.56 -0.03 -0.04
H -0.870 -1.140 0.902 0.33 -0.64 0.76 0.29
P -3.065 -1.137 -1.628 3.08 1.76 2.31 0.15
C -2.680 -2.862 -2.040 -0.71 -0.34 -0.41 0.36
C -4.489 -0.846 -0.491 -0.82 -0.67 -1.11 0.48
C -2.799 -0.022 -3.058 -0.71 -0.60 -0.37 0.48
C -1.755 -3.502 -0.980 -0.09 0.06 -0.27 -0.89
H -2.101 -2.787 -2.981 -0.23 0.02 0.31 0.36
C -3.961 -3.664 -2.322 0.32 -0.58 -0.26 -1.51
H -4.576 -3.777 -1.415 0.13 0.10 -0.27 0.23
H -3.675 -4.672 -2.662 -0.26 0.01 0.10 0.48
H -4.565 -3.201 -3.122 0.19 -0.11 0.40 0.28
H -0.799 -2.960 -0.953 -0.41 -0.15 0.11 -0.03
H -1.562 -4.551 -1.249 -0.06 0.06 0.06 0.45
H -2.193 -3.465 0.026 0.14 0.00 -0.29 0.13
H -1.846 -0.418 -3.462 -0.47 0.05 0.20 0.36
C -2.532 1.459 -2.687 -0.01 -0.06 0.03 -1.13
C -3.920 -0.239 -4.089 0.20 0.51 -0.59 -1.54
H -3.814 -1.213 -4.593 -0.10 0.25 0.26 0.29
H -3.866 0.539 -4.863 -0.15 -0.09 -0.15 0.49
H -4.920 -0.187 -3.629 0.33 0.02 -0.09 0.25
H -2.299 1.596 -1.620 -0.05 -0.12 -0.42 0.01
H -3.379 2.108 -2.960 0.13 -0.21 0.10 0.37
H -1.646 1.806 -3.241 -0.31 -0.01 0.16 0.34
C -4.210 -1.548 0.851 0.03 0.27 -0.09 -1.47
H -5.348 -1.308 -1.011 -0.35 0.22 0.63 0.51
C -4.748 0.651 -0.255 0.17 -0.12 0.15 -1.40
H -4.055 -2.633 0.757 -0.06 0.33 -0.03 0.21
H -5.055 -1.373 1.532 0.05 -0.09 -0.11 0.50
H -3.313 -1.095 1.297 -0.11 -0.23 -0.14 0.24
H -3.899 1.077 0.307 -0.26 -0.06 -0.31 0.14
H -5.646 0.764 0.374 0.18 -0.05 -0.17 0.46
H -4.903 1.222 -1.180 0.08 -0.19 0.21 0.29
S -1.586 1.692 1.767 0.49 0.38 -0.78 -0.36
C -1.456 1.248 3.430 -0.07 -0.34 0.43 0.29
C -1.463 2.281 4.386 0.03 -0.84 0.59 -0.61
C -1.439 1.970 5.742 0.04 -0.37 -0.02 -0.53
C -1.379 0.632 6.161 -0.02 0.05 0.10 -0.40
C -1.348 -0.398 5.210 0.06 0.45 0.30 -0.82
C -1.383 -0.106 3.852 -0.02 0.65 0.33 0.08
H -1.507 3.303 4.042 -0.04 0.10 -0.03 0.39
H -1.481 2.774 6.477 0.05 -0.16 -0.06 0.33
H -1.368 0.391 7.231 0.00 0.10 -0.41 0.34
H -1.310 -1.434 5.541 0.01 0.12 -0.05 0.37
H -1.374 -0.900 3.111 -0.05 0.15 -0.08 0.31
```
Positions in Å, forces in eV/Å.

Calculated values
Highest occupied orbital energy   -2.91 eV
Charge   -1
LUMO level   0.0877 hartree
Multiplicity   1



Formula: C12H26NO2P2Sn
Source: OMol25
Level of theory: wB97M-V/def2-TZVPD

Geometry as XYZ:
```
44
Properties=species:S:1:pos:R:3:forces:R:3:mulliken_charge:R:1
Sn 0.533 1.413 0.159 0.39 0.95 0.64 0.60
P -0.754 0.792 2.401 -0.80 -0.70 -0.26 0.57
C -0.593 -1.017 2.151 0.45 -0.24 0.51 -0.93
C -1.119 -1.427 0.804 -0.02 0.06 0.07 0.53
N -0.708 -0.687 -0.247 0.41 -0.15 0.09 0.47
C -1.006 -1.078 -1.498 -0.22 -0.08 0.14 0.37
C -1.871 -2.147 -1.729 0.31 0.14 -0.09 -0.94
C -2.353 -2.884 -0.652 0.09 0.22 0.07 -0.54
C -1.948 -2.536 0.632 0.12 0.22 0.02 -0.84
C -0.369 -0.334 -2.655 0.00 -0.06 -0.59 -1.13
P 1.203 0.492 -2.190 -0.60 -0.50 -0.53 0.69
H -2.250 -3.096 1.515 0.01 0.07 -0.30 0.48
H -2.119 -2.383 -2.761 -0.02 -0.11 0.26 0.52
H -3.024 -3.723 -0.814 0.12 0.12 0.02 0.43
H -0.138 -1.041 -3.467 -0.36 0.13 0.15 0.56
H -1.061 0.426 -3.057 0.20 -0.21 0.13 0.40
H 0.534 -1.257 2.173 -1.66 0.39 0.01 0.14
H -1.119 -1.523 2.971 0.09 -0.13 -0.26 0.53
H 2.756 -0.668 1.134 -1.10 -1.49 0.80 0.41
O 2.086 -1.394 1.485 1.69 0.60 -0.33 -0.64
H 2.589 -1.963 2.090 -0.08 0.19 -0.33 0.26
H 2.870 1.141 0.294 0.86 -1.01 0.52 0.09
O 3.545 0.395 0.450 0.33 1.74 -0.50 -0.61
H 4.335 0.832 0.820 -0.36 -0.32 -0.13 0.29
C 2.438 -0.824 -2.364 0.29 -0.08 -0.23 -1.21
H 2.513 -1.106 -3.426 0.03 0.02 0.31 0.44
H 3.415 -0.468 -2.005 -0.32 -0.16 -0.10 0.37
H 2.149 -1.707 -1.776 0.05 0.32 -0.06 0.35
C 1.534 1.704 -3.492 0.15 0.01 -0.38 -1.31
H 2.394 2.318 -3.188 -0.23 -0.15 -0.15 0.37
H 1.771 1.195 -4.437 -0.06 0.25 0.18 0.41
H 0.665 2.361 -3.636 0.25 -0.20 0.08 0.37
C -2.557 1.048 2.410 -0.25 0.16 0.41 -1.28
H -2.989 0.624 3.328 -0.03 0.12 -0.25 0.42
H -2.763 2.127 2.379 -0.05 -0.29 0.04 0.38
H -3.034 0.577 1.541 0.23 0.13 0.15 0.35
C -0.207 1.085 4.101 0.11 0.21 0.21 -1.19
H -0.072 2.169 4.222 0.00 -0.30 0.14 0.38
H -0.960 0.731 4.820 0.26 0.06 -0.20 0.39
H 0.752 0.583 4.286 -0.26 0.17 -0.08 0.34
C -1.088 2.650 -0.609 0.27 -0.31 -0.04 -1.41
H -0.634 3.305 -1.365 -0.35 -0.02 0.15 0.38
H -1.449 3.238 0.244 -0.01 -0.05 -0.36 0.38
H -1.899 2.055 -1.043 0.08 0.27 0.08 0.34
```
Positions in Å, forces in eV/Å.

Calculated values
Highest occupied orbital energy   -9.87 eV
Energy relative to the best compared isomer or geometry (same formula, charge and spin)   0.00 kcal per mole
Charge   +1
LUMO level   -0.0929 hartree
Multiplicity   1



no.,Kohn-Sham gap (hartree)
1,0.3388
2,0.1947
3,0.2699